Entry 1:
C44H52KN9S4Sb as an isolated structure in a non-equilibrium geometry. Source: the Open Molecules 2025 dataset; level of theory: ωB97M-V with the def2-TZVPD basis set.

Properties
HOMO level: -1.28 eV
lowest unoccupied orbital energy: 1.07 eV
ΔE to the lowest compared entry with this formula, charge and spin: 0.00 kcal/mol
charge: -1
gap between HOMO and LUMO: 2.4 eV

```
111
Properties=species:S:1:pos:R:3:forces:R:3
K 9.218278 11.075510 17.323762 0.49 -0.63 -0.32
N 7.226520 15.445305 18.119932 0.11 -0.33 0.50
C 6.002346 14.876839 17.813578 0.32 -0.56 -0.16
C 6.277492 13.547932 17.643894 -0.84 -0.18 -0.11
N 7.569264 13.258297 17.922852 0.86 1.01 -0.09
C 8.147392 14.421604 18.207221 -1.06 -0.68 0.41
C 9.508760 14.511201 18.727966 0.57 0.72 -0.71
N 10.366302 13.507462 18.751807 0.44 1.37 0.51
C 11.578416 14.108971 19.102797 -0.56 -0.01 -0.30
C 11.430695 15.466312 19.235365 1.29 -0.57 0.46
N 10.124145 15.724482 19.024819 -1.13 -1.17 -0.47
H 7.365957 16.405612 18.385588 0.00 -0.09 -0.04
H 5.037835 15.363615 17.804461 0.42 0.35 -0.19
H 5.593692 12.770602 17.313363 0.12 0.21 0.24
H 12.491866 13.550952 19.201315 -0.04 -0.21 0.02
H 12.165561 16.227021 19.499615 -0.42 -0.29 -0.13
H 9.702393 16.623660 19.006667 -0.21 0.44 0.01
N 5.603594 9.222779 20.241175 -1.77 0.30 2.93
C 6.028875 10.152286 21.222850 0.04 -0.71 -0.45
C 5.534859 10.505978 22.476725 -0.13 0.79 0.20
C 6.234511 11.485340 23.211860 0.42 -0.15 -1.71
C 7.383624 12.100280 22.626848 -0.49 -1.28 0.00
C 7.904574 11.622357 21.410163 -0.11 1.64 0.22
C 7.201454 10.687380 20.669121 -0.59 -0.29 0.24
N 7.422231 10.183825 19.398813 -0.38 -1.43 0.49
C 6.473042 9.245099 19.250954 1.47 2.10 -1.93
C 6.298351 8.496570 18.019711 -0.30 -0.45 -1.82
C 5.278548 7.606457 17.696731 0.44 0.47 1.73
S 5.657141 6.770053 16.260390 0.32 0.51 -0.08
C 7.070791 7.771592 16.086071 0.09 0.67 0.26
N 7.261305 8.674788 16.999323 -1.10 -1.18 1.24
H 4.712278 8.732929 20.290389 0.68 0.07 -0.21
H 4.542060 10.182451 22.785227 0.34 -0.26 0.22
H 5.880511 11.837778 24.167730 -0.17 -0.04 0.04
H 7.820898 12.932832 23.171705 0.28 -0.24 -0.23
H 8.737346 12.113493 20.916881 0.20 -0.04 0.26
H 4.414284 7.359575 18.355754 0.87 0.06 -0.83
H 7.768931 7.692357 15.276377 0.27 -0.21 -0.66
S 10.050008 8.545093 13.025123 -2.24 1.53 -0.61
C 11.422507 7.754238 13.523921 2.87 -1.66 1.26
C 12.234874 7.100029 12.524071 -0.43 1.16 1.11
C 13.280595 6.285646 12.860815 0.57 -0.75 0.97
C 13.557198 6.003818 14.224722 -0.44 0.06 -1.19
C 12.831620 6.619653 15.220776 -0.10 1.07 -0.24
C 11.850189 7.615447 14.938729 0.24 -1.79 -2.74
S 11.029915 8.332545 16.213853 -1.15 1.29 1.98
H 12.044120 7.373515 11.495120 -0.22 -0.25 -0.11
H 13.878426 5.779224 12.104893 -0.07 0.15 -0.05
H 14.285494 5.247238 14.436281 0.43 -0.25 0.30
H 13.039992 6.423470 16.273283 -0.04 -0.03 -0.19
C 14.087451 12.489821 22.292718 -0.29 -0.16 0.38
C 13.552023 11.209213 22.909642 -0.32 -2.30 -1.93
C 14.555313 10.436767 23.768504 -0.96 0.58 0.48
C 12.135494 11.384956 23.514451 1.49 0.30 -1.01
Sb 13.195287 9.829313 21.104330 -2.06 0.95 -1.76
C 12.350846 7.703421 21.592105 1.64 1.47 0.35
C 10.869228 7.900454 21.928767 0.93 0.52 0.14
C 13.209708 7.211874 22.750880 -1.05 -0.79 -0.05
C 12.521218 6.845285 20.363317 0.43 -0.21 0.30
C 14.874341 9.982704 19.494442 -0.53 0.26 1.49
C 16.242299 9.723163 20.147907 -0.16 -0.07 -0.95
C 14.723080 11.427155 19.001035 0.56 -0.66 -0.35
C 14.510042 8.972588 18.421528 -0.28 -0.75 1.10
H 14.176773 13.173377 23.136377 0.03 0.68 -0.06
H 13.429764 12.895261 21.502919 0.02 -0.10 0.57
H 15.068011 12.395027 21.839213 0.27 -0.23 0.13
H 14.897789 11.087302 24.565179 0.26 0.04 0.70
H 15.398934 10.171929 23.173346 0.80 -0.14 -0.39
H 14.150625 9.493243 24.182366 0.07 0.67 -0.10
H 12.326101 12.081163 24.337361 -0.77 -0.14 0.38
H 11.782816 10.399202 23.784499 -0.29 -0.03 0.65
H 11.421601 11.795162 22.770950 0.49 -0.03 0.45
H 10.725681 8.318977 22.944596 -0.03 -0.39 -0.42
H 10.381357 6.939905 21.784281 -0.32 -0.14 0.33
H 10.446650 8.606395 21.220070 -0.26 0.04 -0.13
H 13.032591 7.829861 23.630656 0.05 -0.20 0.16
H 14.272001 7.188230 22.529796 0.10 0.07 -0.13
H 12.888562 6.174752 22.946814 0.17 0.03 0.43
H 12.245184 7.336195 19.448064 -0.30 0.21 -0.52
H 11.873323 5.980277 20.490065 -0.13 -0.33 -0.13
H 13.547269 6.472789 20.254742 -0.12 0.16 0.03
H 16.580217 10.523932 20.811139 -0.12 0.04 -0.09
H 16.979242 9.581338 19.338563 0.10 0.16 0.26
H 16.205924 8.799768 20.714506 0.12 -0.20 0.10
H 14.838449 12.138024 19.806526 0.21 0.27 0.05
H 13.776827 11.613423 18.511488 -0.38 -0.18 -0.05
H 15.495211 11.588254 18.228839 -0.03 0.14 0.24
H 14.883532 7.994381 18.747938 -0.18 -0.03 -0.17
H 14.958627 9.174457 17.472480 0.51 0.42 -0.71
H 13.432993 8.880464 18.229952 0.13 0.14 -0.01
S 7.669925 14.916058 11.389511 -0.26 0.06 -0.32
C 8.593989 14.040168 12.579938 0.31 -0.50 0.81
C 8.677878 12.664410 12.737496 -0.21 -0.17 0.13
C 9.321726 12.130257 13.859005 0.66 1.59 0.12
N 9.905851 12.918312 14.788743 -0.71 0.43 -0.16
C 9.810816 14.266330 14.629533 -0.06 -1.82 0.61
C 9.177808 14.836295 13.557199 0.34 0.75 -0.18
C 7.829141 13.894630 9.966387 -0.41 -0.60 -0.76
C 9.046602 13.680802 9.333400 -0.57 -0.30 -0.78
C 9.042517 12.952485 8.132186 -0.80 0.10 0.79
N 7.949680 12.455878 7.562122 -0.62 0.86 -0.03
C 6.763089 12.741502 8.144987 1.00 -0.99 0.19
C 6.662434 13.350675 9.377390 0.31 0.77 0.62
H 8.223337 11.968314 12.051878 -0.05 -0.03 -0.25
H 9.412893 11.065077 13.978841 0.13 -0.59 0.02
H 10.206433 14.845584 15.465053 0.13 0.06 -0.37
H 9.197471 15.910552 13.417142 -0.15 0.05 0.16
H 9.980230 14.066823 9.693128 0.17 0.19 0.31
H 9.954814 12.779683 7.610384 0.65 -0.21 -0.22
H 5.895461 12.335342 7.648291 -0.17 0.01 -0.06
H 5.713830 13.435188 9.920614 0.34 0.08 -0.44
```
Forces are in eV/Å.

These are the Mulliken partial charges, in e, on atoms 1 to 5: number 1, K, carries 0.754; number 2, N, carries -0.028; number 3, C, carries -0.847; number 4, C, carries -0.408; number 5, N, carries 0.529

---

Entry 2:
C44H52N4P2PbSiTe4 as an isolated structure in a non-equilibrium geometry. Source: the Open Molecules 2025 dataset; level of theory: ωB97M-V with the def2-TZVPD basis set.

Properties
HOMO level: -6.71 eV
lowest unoccupied orbital energy: -1.35 eV
ΔE to the lowest compared entry with this formula, charge and spin: 34.87 kcal/mol
charge: 0
gap between HOMO and LUMO: 5.4 eV

```
108
Properties=species:S:1:pos:R:3:forces:R:3
Pb 1.823384 -3.493939 0.901617 0.36 -0.01 0.68
C -1.035793 -4.268157 -0.167710 -1.41 0.55 1.63
N -0.482432 -2.941785 0.213450 -0.68 -0.23 -0.64
C -0.604623 -2.046135 -0.932403 -2.35 0.68 -0.10
C -1.273961 -2.402376 1.304532 -1.10 0.34 0.82
C -2.612753 -1.967352 1.092618 0.68 -0.72 -0.06
C -3.402181 -1.568931 2.155743 -0.40 -0.38 -1.99
C -2.871717 -1.586541 3.395849 0.28 -0.58 0.75
C -1.602640 -2.032264 3.651861 1.76 0.25 0.61
C -0.700487 -2.382845 2.618466 -0.57 0.31 -1.53
N 0.646066 -2.684636 2.743361 -0.64 -0.12 0.21
C 1.399676 -2.043861 3.694347 2.45 -0.63 1.12
C 1.191083 -0.786172 4.261778 -1.93 -0.11 -1.06
C 1.992274 -0.144699 5.177995 -0.41 -0.33 -0.10
C 3.151487 -0.761359 5.637483 -0.79 0.94 0.15
C 3.446862 -1.981893 5.082998 -0.34 -0.29 -0.83
C 2.657027 -2.623345 4.103246 -0.87 1.97 0.70
N 3.086649 -3.790762 3.475322 -0.31 -0.65 -1.69
C 4.496387 -3.827839 3.253513 0.67 1.56 -0.31
C 2.548159 -4.973540 4.111471 -0.13 0.02 -0.68
H -2.086310 -4.279515 -0.511281 0.39 0.66 -0.22
H -0.427260 -4.759795 -0.848049 1.24 -0.75 -1.52
H -1.091897 -4.879958 0.717617 0.30 -0.26 0.51
H -1.699600 -2.082467 -1.233169 1.25 0.27 -0.12
H -0.407139 -1.007249 -0.686937 0.16 -0.08 0.30
H -0.037501 -2.282357 -1.796515 0.82 -0.76 -0.61
H -3.134313 -1.958339 0.126033 0.72 -0.21 0.22
H -4.450699 -1.381787 1.947074 0.13 0.38 0.28
H -3.523706 -1.339460 4.173602 -0.65 0.42 1.45
H -1.193001 -2.014138 4.673691 -0.39 -0.07 -0.47
H 0.256429 -0.337315 3.896782 0.50 0.37 0.43
H 1.575050 0.795965 5.484404 0.51 0.47 0.47
H 3.785617 -0.291144 6.391116 -0.12 -0.23 -0.29
H 4.382167 -2.379262 5.386062 0.62 -0.70 0.09
H 4.998813 -3.855919 4.196902 0.89 -0.06 0.62
H 4.863828 -4.623395 2.661378 -0.19 -1.32 -0.59
H 4.813795 -2.924387 2.686473 -0.24 -0.30 0.59
H 2.822529 -4.933991 5.151732 0.09 -0.53 0.68
H 1.474656 -4.942813 3.996410 -0.42 -0.02 0.23
H 2.897765 -5.864977 3.594444 0.19 -0.11 0.19
N -2.482160 1.714102 -1.260889 0.29 -0.01 0.54
P -1.483292 1.139961 -2.545307 -0.27 0.13 0.59
C -2.643057 1.331844 -3.950422 -1.64 -0.37 0.50
C -3.971204 0.809047 -3.833996 1.37 -0.58 0.02
C -4.750947 0.754299 -5.013805 -0.45 -0.28 2.06
C -4.285251 1.246121 -6.214214 0.40 -0.33 0.60
C -3.013052 1.820434 -6.263839 -0.87 0.33 -2.87
C -2.233896 1.867883 -5.172944 1.31 0.37 2.42
C -0.233773 2.444294 -2.887158 0.99 0.42 -0.57
C 1.008861 2.027637 -3.451887 -0.53 0.09 -0.66
C 1.925904 2.926618 -4.032103 -1.88 0.81 1.12
C 1.641318 4.302294 -3.909047 1.87 0.04 -0.08
C 0.566153 4.713597 -3.159159 -1.42 -1.71 -0.07
C -0.435186 3.815071 -2.717465 1.37 -0.58 -0.43
P -1.948264 1.239525 0.334666 0.66 1.31 -0.18
C -0.846236 2.734598 0.794146 -1.10 -0.54 0.04
C -1.319403 3.994693 1.189375 1.58 -0.47 -0.92
C -0.343493 5.007545 1.342481 -1.69 0.33 0.34
C 1.022346 4.778163 1.152514 -1.20 0.59 0.75
C 1.436848 3.474619 0.935775 2.49 1.72 0.30
C 0.525901 2.521255 0.715727 -0.93 -2.46 -0.12
C -3.429282 1.689532 1.303774 -0.69 0.69 -1.12
C -4.674846 1.867322 0.704174 -0.26 -0.12 2.51
C -5.782744 2.140656 1.523497 1.96 -0.45 0.35
C -5.646629 2.368792 2.899422 0.86 -0.05 0.16
C -4.386934 2.262400 3.522770 0.47 -0.66 -3.39
C -3.311938 1.893914 2.655895 -1.81 0.33 0.90
H -2.922666 2.639761 -1.290191 0.22 -0.32 -0.30
H -4.267356 0.303751 -2.851786 0.16 0.95 -1.59
H -5.758057 0.320556 -4.888594 0.57 0.23 -0.48
H -4.913031 1.074801 -7.057781 -0.12 0.33 -0.74
H -2.622206 2.241133 -7.218146 -0.46 -0.37 0.76
H -1.288757 2.402604 -5.097417 0.03 -0.15 -0.76
H 1.130299 0.953284 -3.557839 0.36 0.06 0.05
H 2.821783 2.660367 -4.531067 0.58 -0.68 -0.32
H 2.406743 5.049744 -4.299922 -1.27 -0.99 0.52
H 0.387122 5.713191 -2.968435 -0.13 2.04 0.23
H -1.329612 4.143323 -2.227501 -0.26 0.45 0.17
H -2.387599 4.173421 1.252946 0.16 0.18 0.29
H -0.797283 5.960132 1.695959 1.00 -0.37 -0.52
H 1.683740 5.623567 1.286352 0.27 -0.22 0.02
H 2.516113 3.226440 1.004834 -0.81 0.18 -0.39
H 0.908160 1.510197 0.555137 -0.31 0.08 -0.10
H -4.832848 1.658434 -0.303881 -0.18 -0.23 -1.60
H -6.688159 1.957738 1.039658 -1.79 0.49 -0.32
H -6.490065 2.625294 3.511913 -0.43 -0.06 0.04
H -4.212483 2.400546 4.555227 -0.02 0.18 0.89
H -2.346834 1.704824 2.977431 1.75 -0.09 1.48
Te -0.384183 -1.103795 -5.253256 -0.18 -0.02 -0.12
Te 1.132077 0.025708 -7.239322 -0.02 0.24 0.23
Te 1.211153 -2.494367 -8.238999 -0.03 -0.35 0.06
Te 1.211671 -3.298669 -5.595384 0.11 0.05 -0.26
C 4.018521 0.873102 -0.965193 2.66 -0.16 -0.28
Si 3.544412 -0.923589 -0.926197 1.83 -2.57 0.61
C 2.783221 -1.517343 -2.555251 0.47 0.34 0.49
C 5.118216 -2.061210 -0.629917 0.59 0.39 -1.70
C 2.535041 -1.347324 0.564074 -0.87 1.38 1.00
H 4.685923 1.248643 -1.801569 -1.45 -0.49 0.40
H 4.594789 1.247509 -0.090994 -0.79 -0.54 -0.06
H 3.014787 1.184877 -0.933595 -1.21 1.77 -0.30
H 3.313824 -0.932182 -3.299080 -0.16 0.18 -0.51
H 1.723426 -1.299807 -2.590275 -0.26 0.06 -0.31
H 2.983993 -2.564794 -2.812102 -0.14 0.14 0.37
H 5.769764 -2.260903 -1.558730 -0.88 0.67 1.13
H 4.918615 -3.084577 -0.290997 -0.26 0.29 0.34
H 5.743350 -1.512084 0.089205 0.01 -0.42 0.00
H 2.970284 -0.913521 1.518618 -0.07 -0.71 -0.90
H 1.536673 -0.844265 0.576786 0.37 -0.19 -0.22
```
Forces are in eV/Å.

These are the Mulliken partial charges, in e, on atoms 1 to 5: number 1, Pb, carries 0.894; number 2, C, carries -1.321; number 3, N, carries 0.685; number 4, C, carries -0.925; number 5, C, carries 0.066

---

Q: Among the records above, which one has the highest HOMO level?
A: C44H52KN9S4Sb

---

Q: The lowest ΔE to the lowest compared entry with this formula, charge and spin belongs to which entry?
A: C44H52KN9S4Sb

---

Q: What is the HOMO level in the second record?
A: -6.71 eV

---

Q: Which of these has the highest ΔE to the lowest compared entry with this formula, charge and spin?
A: C44H52N4P2PbSiTe4